ORCA calculation (ωB97M-V/def2-TZVPD) on a 6-piece molecular cluster, C50H102FN5O14 overall at a distorted geometry.

The calculation puts the gap between HOMO and LUMO at 6.99 eV. As for the SMILES: C=CC1=C(CCCCCC)C(=O)C(CCCF)=C(CCOC=O)C1=O.COCCNCCOC.COCCNCCOC.COCCNCCOC.COCCNCCOC.COCCNCCOC. The value obtained for the total energy is -3392.93067 hartree. The LUMO energy is -0.84 eV. Its spin multiplicity is 1. Its highest occupied orbital energy is -7.82 eV.

Each line ends with the Löwdin charge.
Positions of all 172 atoms, in Å:
F (-4.16, 3.58, -1.74)  -0.05
O (1.50, -6.69, -0.97)  -0.19
O (1.79, 1.14, -0.88)  0.13
O (6.27, 9.98, -6.40)  -0.19
O (5.73, 0.44, 0.99)  -0.20
O (-7.54, -9.85, -1.15)  -0.18
O (-1.20, 5.44, 1.99)  -0.03
O (-4.40, 0.40, 1.15)  -0.20
O (8.73, -2.65, 2.40)  -0.19
O (-6.83, -6.11, 1.27)  -0.21
O (0.53, 3.28, 3.37)  0.14
O (-0.48, 7.39, 2.70)  0.12
O (2.72, 8.48, -4.02)  -0.20
O (-3.35, -3.71, 2.65)  -0.20
O (-2.03, -8.49, 1.23)  -0.18
N (-1.48, -6.55, -1.20)  -0.05
N (3.67, 8.64, -7.03)  -0.05
N (-4.86, -1.37, 3.72)  -0.05
N (-8.95, -8.22, 1.16)  -0.05
N (6.13, -1.57, 3.40)  -0.05
C (-3.30, 2.51, -1.60)  -0.22
C (1.64, -7.66, -1.98)  -0.11
C (2.33, 8.44, -6.47)  -0.20
C (-1.01, 6.39, 2.94)  -0.38
C (3.89, 2.80, -0.04)  -0.14
C (-7.95, -10.34, 0.11)  -0.23
C (7.74, -3.40, 3.10)  -0.21
C (3.12, 4.20, 2.48)  -0.09
C (2.01, 9.05, -5.11)  -0.22
C (-3.60, -0.72, 0.82)  -0.09
C (-1.80, 2.93, -1.67)  -0.14
C (-2.69, -6.75, -0.40)  -0.19
C (7.02, 8.78, -6.44)  -0.11
C (0.76, -5.54, -1.37)  -0.21
C (2.95, 4.71, 3.73)  0.05
C (4.03, 8.97, -3.83)  -0.09
C (-1.82, 3.11, 1.61)  -0.06
C (2.16, 3.40, 1.73)  -0.09
C (-5.56, -0.17, 3.26)  -0.19
C (4.34, 4.15, -0.66)  -0.18
C (3.11, 6.33, -1.32)  -0.20
C (-7.57, -6.59, 2.39)  -0.22
C (0.74, 3.19, 2.21)  -0.28
C (-4.49, -3.79, 3.50)  -0.20
C (4.82, -0.55, 1.44)  -0.21
C (5.49, 10.21, -7.56)  -0.21
C (-2.00, 4.36, 2.53)  -0.16
C (7.03, -0.03, 0.69)  -0.09
C (0.92, 6.97, -0.15)  -0.11
C (1.63, 6.79, -1.52)  -0.24
C (4.01, 10.04, -7.28)  -0.21
C (-7.56, -5.19, 0.47)  -0.11
C (-0.37, 2.85, 1.25)  -0.07
C (-2.15, -3.39, 3.33)  -0.11
C (-5.44, -2.63, 3.25)  -0.21
C (2.51, 2.79, 0.59)  -0.09
C (9.52, -1.82, 3.22)  -0.11
C (-5.64, 0.09, 1.76)  -0.22
C (4.92, -0.89, 2.93)  -0.19
C (-0.03, 2.27, 0.11)  -0.07
C (-9.14, -9.60, 0.73)  -0.20
C (-2.54, -7.18, 1.06)  -0.22
C (3.31, 4.81, -1.62)  -0.16
C (-0.98, 1.80, -0.98)  -0.11
C (-6.69, -8.72, -1.11)  -0.10
C (6.34, -2.88, 2.81)  -0.21
C (-0.60, -5.50, -0.69)  -0.21
C (-7.94, -8.05, 2.21)  -0.21
C (1.44, 2.00, -0.14)  -0.30
C (-0.62, -8.61, 1.15)  -0.10
H (4.01, 2.04, -0.82)  0.12
H (-8.34, -5.71, -0.11)  0.08
H (0.70, -8.20, -2.16)  0.08
H (-4.21, -3.86, 4.56)  0.13
H (0.67, -5.47, -2.46)  0.12
H (2.38, -8.39, -1.64)  0.09
H (7.73, 8.80, -5.60)  0.09
H (-0.17, 6.90, -0.25)  0.06
H (-6.27, 0.98, 1.62)  0.12
H (-7.27, -7.80, -1.13)  0.07
H (7.46, 0.64, -0.06)  0.09
H (1.59, 8.78, -7.20)  0.12
H (-5.64, -2.60, 2.18)  0.10
H (2.12, 10.14, -5.10)  0.11
H (-0.11, -7.72, 1.54)  0.09
H (-6.38, -2.81, 3.78)  0.12
H (4.87, -1.44, 0.80)  0.11
H (-1.33, -3.56, 2.64)  0.08
H (-3.05, 4.66, 2.46)  0.13
H (-9.94, -9.58, -0.01)  0.12
H (4.86, 0.06, 3.48)  0.12
H (3.82, -0.12, 1.28)  0.12
H (5.66, 11.25, -7.85)  0.12
H (1.25, 6.21, 0.57)  0.06
H (-1.36, 6.21, 3.98)  0.16
H (9.92, -2.37, 4.08)  0.09
H (-3.90, -1.31, 3.41)  0.06
H (7.67, 0.02, 1.58)  0.07
H (4.12, 10.03, -4.10)  0.09
H (-4.21, -1.58, 0.53)  0.09
H (-5.05, 0.68, 3.72)  0.12
H (-8.02, -4.41, 1.08)  0.09
H (-0.32, -9.47, 1.75)  0.09
H (-1.96, -6.46, 1.65)  0.10
H (-6.87, -4.73, -0.23)  0.09
H (-8.45, -5.98, 2.61)  0.12
H (-2.94, -0.98, 1.64)  0.08
H (5.81, 9.58, -8.40)  0.12
H (1.33, -4.67, -1.03)  0.12
H (2.20, 7.35, -6.38)  0.12
H (-6.58, -0.18, 3.68)  0.12
H (2.00, -7.22, -2.91)  0.09
H (3.77, 10.67, -6.41)  0.10
H (5.61, -3.58, 3.21)  0.12
H (-3.45, 2.10, -0.59)  0.08
H (-2.01, -4.02, 4.20)  0.09
H (-6.90, -6.52, 3.26)  0.11
H (4.07, 4.41, 1.99)  0.10
H (6.39, 7.90, -6.32)  0.07
H (-3.29, -5.83, -0.43)  0.12
H (3.43, 10.40, -8.14)  0.12
H (2.34, 4.30, -1.61)  0.10
H (-6.14, -0.72, 1.21)  0.11
H (4.67, 4.90, 0.08)  0.09
H (2.77, 4.11, 4.63)  0.07
H (-0.97, -7.42, -1.23)  0.06
H (-2.25, 2.27, 2.18)  0.14
H (-6.08, -8.74, -2.02)  0.09
H (7.81, -4.42, 2.73)  0.12
H (-1.58, 3.03, -2.74)  0.11
H (8.96, -0.95, 3.58)  0.07
H (-3.54, -7.20, 1.49)  0.12
H (-8.67, -7.67, 0.36)  0.06
H (-5.01, -4.71, 3.23)  0.11
H (4.28, 8.87, -2.78)  0.08
H (7.02, -1.05, 0.29)  0.09
H (4.75, 8.38, -4.40)  0.07
H (1.10, 6.05, -2.14)  0.10
H (7.94, -3.42, 4.18)  0.12
H (-0.38, 1.32, -1.76)  0.12
H (-3.50, 1.68, -2.29)  0.13
H (-8.34, -8.45, 3.15)  0.12
H (-9.52, -10.19, 1.58)  0.12
H (-1.63, 1.02, -0.57)  0.10
H (-3.27, -7.52, -0.91)  0.11
H (-1.69, 4.11, 3.55)  0.11
H (7.59, 8.70, -7.37)  0.09
H (-2.97, -0.45, -0.03)  0.07
H (-8.27, -11.37, -0.06)  0.12
H (10.36, -1.46, 2.63)  0.09
H (-2.14, -2.33, 3.63)  0.08
H (5.23, 3.92, -1.26)  0.11
H (-1.72, 3.91, -1.19)  0.11
H (3.40, 6.56, -0.28)  0.10
H (4.35, 8.25, -6.39)  0.06
H (-0.31, -8.80, 0.12)  0.07
H (-6.02, -8.74, -0.25)  0.08
H (1.63, 7.77, -2.01)  0.08
H (-7.09, -10.41, 0.79)  0.11
H (-1.06, -4.52, -0.87)  0.12
H (3.00, 5.80, 3.90)  0.07
H (3.74, 6.96, -1.96)  0.08
H (3.72, 4.78, -2.64)  0.11
H (6.92, -0.98, 3.20)  0.06
H (0.96, 8.85, -4.91)  0.12
H (4.60, 2.51, 0.75)  0.11
H (-7.02, -8.59, 1.97)  0.10
H (4.05, -1.48, 3.22)  0.12
H (-2.47, 3.27, 0.75)  0.10
H (-0.43, -5.60, 0.39)  0.10
H (6.23, -2.85, 1.72)  0.10
H (1.17, 7.95, 0.30)  0.08